No. 1
This record from OMol25 describes C24H45N7O5PbS as an isolated structure. The level of theory is the ωB97M-V functional and the def2-TZVPD basis.

Structure (ORCA input):
```
! RIJCOSX wB97M-V def2-TZVPD def2/J DEFGRID3
* xyz 2 1
H 15.49688 9.84271 11.65608
H 9.12671 16.03834 6.93908
H 7.46842 7.20126 10.30890
C 9.15515 13.20052 14.15854
C 13.97420 8.41798 12.17233
H 11.34792 15.18515 5.87526
N 12.46549 10.01894 10.36137
H 6.53157 6.05588 9.39902
H 6.99388 15.17617 7.60499
H 6.71075 13.67430 12.48747
H 11.96438 13.98078 7.05368
C 9.47511 13.27258 7.74520
H 8.70906 15.24148 5.38990
C 11.73330 7.60205 13.02502
C 6.79336 13.39119 14.50698
H 9.15491 10.33394 6.17470
H 10.49993 9.10335 14.00418
C 8.65083 6.11176 8.88372
H 14.17451 11.12694 10.06125
H 6.82947 8.54838 5.17802
O 8.06344 14.05410 14.43408
H 10.04104 13.80207 14.27150
H 5.56658 7.56331 7.05130
H 12.43630 7.92623 8.79886
O 7.06649 7.94119 8.50676
H 11.93675 10.88199 10.16757
H 9.76302 7.49808 13.84109
H 7.81371 12.87497 8.77317
H 7.03990 13.85496 6.43961
C 10.97874 9.09621 6.08832
C 10.75498 6.58661 8.04418
H 11.14002 5.59168 8.33165
N 9.88544 14.05180 6.74377
H 7.13071 9.59745 6.42697
H 8.74208 9.33961 12.41700
N 7.68198 11.84573 12.80897
C 7.25177 8.58950 6.17852
C 9.59833 8.68037 12.10893
C 9.01153 12.55258 12.84323
C 11.22972 14.17790 6.24301
Pb 9.16142 9.58258 9.10609
H 11.45872 13.49380 5.49448
H 9.25611 12.48192 14.99181
C 7.64154 14.45289 7.13970
O 11.14620 8.92615 7.49545
H 10.28564 6.46641 7.00206
N 7.28910 11.18457 10.47520
H 11.70238 6.57922 12.61723
O 8.65924 8.28674 6.05347
C 7.36104 6.78793 9.33287
C 6.67529 7.58895 7.14304
N 10.43639 9.38115 11.17165
H 9.23924 7.79535 11.66289
H 6.81924 12.68100 15.32692
N 8.24718 13.59849 8.21334
H 9.07229 13.21625 11.96556
H 8.76079 5.24764 9.57478
H 5.65626 12.20763 13.02521
H 14.05849 10.46701 12.42968
H 12.28053 7.53533 14.00359
C 9.53184 9.38795 5.73722
H 9.53866 9.57960 4.67878
C 10.36759 8.23461 13.33657
H 8.40605 5.77839 7.88602
H 6.17293 14.27518 14.81220
H 11.64081 9.87457 5.76210
H 14.28140 8.25112 13.17688
C 11.79964 7.66562 7.87553
O 9.77033 6.99712 8.96542
C 6.55646 12.81112 13.15795
C 7.49062 11.42569 11.58867
S 10.46323 11.99852 8.27550
C 13.87962 10.09990 10.36114
H 14.40355 7.58784 11.57245
C 14.46332 9.76299 11.74393
H 12.47184 7.40116 7.03968
N 12.50373 8.48592 12.12388
H 11.24444 8.19279 5.60221
H 7.07928 6.67867 6.79332
H 9.82020 11.84621 12.74937
C 8.82776 15.10096 6.49117
C 11.75601 9.26626 11.23271
H 14.27322 9.43010 9.56908
*
```

* LUMO energy: -4.504 eV
* ΔE to the lowest compared entry with this formula, charge and spin: 0.0 kcal/mol
* orbital gap: 9.27 eV

=====

No. 2
This record from OMol25 describes C24H46BBrF3N3O25S6 as an isolated structure. The level of theory is the ωB97M-V functional and the def2-TZVPD basis.

Structure (ORCA input):
```
! RIJCOSX wB97M-V def2-TZVPD def2/J DEFGRID3
* xyz 0 1
N -3.81987 3.06066 5.66864
H -2.84092 1.20960 5.48169
Br -1.05410 -0.89138 0.98169
H -0.70532 0.98174 -1.14884
C -3.43143 1.28845 2.17817
O 2.17688 3.15645 0.06151
C 1.87574 -0.65798 4.84596
C 0.26331 -2.96981 4.28146
C -3.91436 4.58309 -4.00957
S 0.48379 -9.37933 0.19336
O -1.75620 -0.36210 -5.55616
H -1.07440 -0.44689 -8.76005
H 1.45401 -1.17803 5.71249
H -3.89878 0.30242 2.16104
C -0.61763 -7.38861 -0.82498
O 5.78073 0.06095 -1.14717
O -5.15779 4.69594 -3.30015
C 7.05692 -1.59150 -3.72375
H -3.00930 1.76978 7.12948
O -2.26182 1.14835 3.00502
S -5.43547 6.22861 -2.93995
O -1.37513 -1.32369 4.01566
O -0.42572 -8.79820 -0.99150
H 0.32184 1.51161 6.32123
S 5.60428 -1.21986 -1.72868
H 2.12648 0.66477 -0.18169
H 7.76083 -0.75702 -3.70982
H -1.51308 -7.23253 -0.21978
H -0.16765 -1.40276 -6.40128
B -1.27184 2.03815 2.77041
C -2.78325 2.10172 6.11308
H 0.34134 3.37249 4.27932
O 4.45981 -2.00357 -1.44790
H 6.89254 -3.57583 -2.86544
N 0.79776 -0.52960 3.87235
O 0.99097 2.77365 2.10104
H 2.89348 0.60900 1.79544
C 0.99349 0.35859 2.70830
O 2.41421 -2.27417 2.18744
H -1.01404 3.04157 -4.14769
C -0.47842 2.84673 -3.21677
H -0.12052 -3.19638 5.28189
O -1.65138 3.33904 2.44928
H -3.48345 3.59705 -3.87069
C 0.62759 -6.91798 -0.10434
O -2.54041 1.95419 -5.49933
C 1.08235 0.76837 0.12554
H 1.63058 2.27560 4.65238
H 2.20950 0.29541 5.24797
H 0.47839 -5.98638 0.42295
O 1.04021 1.24526 -2.15335
H 0.87776 1.49664 -4.20081
O 0.91900 -7.97301 0.82158
C 0.57630 2.30816 4.37025
C -3.05262 5.68205 -3.42731
O -4.12595 0.12522 -6.01654
H -1.79336 -1.89340 -6.93053
S 1.84296 -1.74886 0.98289
F 1.92208 -4.05158 -0.01141
H -1.22932 2.77727 -2.42442
H -4.71095 2.57581 5.72033
H 1.47253 -6.81932 -0.78926
C 0.33435 1.76543 2.93866
C -0.33785 1.73526 5.47509
C -1.13149 -0.00652 -7.76874
H 2.71549 -1.27121 4.51628
C 7.41222 -2.63261 -2.68314
C 0.92495 -3.19606 0.22537
F 0.08061 -3.80364 1.03508
O 6.92859 -2.08184 -1.45364
H -2.24811 5.98062 -4.09361
H -0.30804 0.69760 -7.63537
O -5.71672 6.31747 -1.55320
C 0.79504 -0.23809 1.29297
H -2.63431 5.39351 -2.46080
O 2.85538 -1.43552 0.01259
O -3.95859 6.77627 -3.22031
H -3.17305 1.56340 1.15654
O -0.19462 3.07845 -0.10178
H -0.79462 0.77807 5.23382
H -0.49539 0.72710 -3.43063
O 1.61748 -10.00340 -0.38621
N 2.46229 0.60005 2.71005
S -2.83172 0.69486 -6.08907
H 0.17531 3.68013 -2.95928
H 0.30520 -0.50397 -1.47091
C 0.25686 1.51734 -3.30198
C -0.17968 -1.53470 4.00782
H -1.08886 3.06883 7.03735
C -1.38141 2.74184 6.04306
H 7.00371 -2.00385 -4.72776
O -0.33876 -10.05170 1.13064
H -0.74752 -6.91024 -1.79212
H -4.10977 4.74788 -5.07101
C 0.29161 0.54343 -1.15723
H 2.70987 1.46246 3.17365
H -1.47722 3.57302 5.33958
C -1.15821 -1.04534 -6.66766
O 5.77146 -1.10516 -3.32233
F 0.38206 -2.93459 -0.95039
H 1.34001 -3.10326 4.32570
H -1.44796 3.95724 3.15824
O -2.36620 0.70820 -7.61605
H -3.66687 3.21358 4.67453
O -6.30630 6.78751 -3.91078
S 0.97232 2.55220 0.54135
H 8.48118 -2.81461 -2.61852
H -0.23986 -3.65036 3.60094
H -4.13601 1.99026 2.62253
*
```

* LUMO energy: -0.288 eV
* orbital gap: 9.15 eV

=====

No. 3
This record from OMol25 describes C24H46BN10Ti as an isolated structure. The level of theory is the ωB97M-V functional and the def2-TZVPD basis.

Structure (ORCA input):
```
! RIJCOSX wB97M-V def2-TZVPD def2/J DEFGRID3
* xyz 1 3
H 3.16760 2.06018 -0.74435
H 2.15680 -1.18727 -3.02627
H -1.09024 4.03268 1.11659
C -0.85983 2.13717 -2.54502
H -3.52733 2.45396 4.07505
H 2.59089 2.42511 1.51762
H -3.58127 1.10418 -0.92334
H -3.35674 1.51740 -2.61683
H 1.00410 -4.89195 -2.43084
N -1.64659 1.75481 -1.35710
H -2.09823 1.48147 4.46658
H -4.52796 0.38054 1.04360
H -2.26175 3.77615 -1.08503
H -1.13045 3.14669 -2.87305
H 1.12716 2.15865 -3.32901
H 4.37422 0.82429 -0.33729
C 2.61353 -3.03828 -3.95270
C -2.59236 -0.41636 -2.03911
C 3.38722 1.68581 1.40984
H -2.55060 1.63021 1.98616
H 4.13520 2.03591 3.43198
C 4.47705 2.09885 2.39794
H -2.53535 -1.04144 -0.09547
C 2.85523 0.31449 1.76385
N 1.60121 -1.45063 1.87353
C -2.37685 -0.40694 2.53602
H 2.75318 -2.62552 3.18203
H -1.69208 -3.55403 3.08339
Ti -0.06051 0.06460 0.08167
C 0.64848 2.04816 -2.35596
H -1.13260 1.46248 -3.35934
N 1.70303 -0.20730 1.30208
H -0.63853 1.87568 1.85635
C -3.09018 0.91247 2.60553
N 0.52364 -2.88343 0.07681
C 0.87736 -4.06609 -1.74921
C -2.87466 1.04561 -1.75315
H 0.33158 -4.97932 0.21754
N -1.24395 -0.59246 1.85104
H -2.77200 2.63433 0.14705
H 0.90336 -1.35426 -5.19404
H 2.11046 -3.92249 -4.35231
N -1.88945 -1.00419 -0.88150
C -0.75512 3.31144 0.37200
H -0.19229 -0.99094 -3.86108
C 0.53337 -4.13149 -0.41937
H 0.79537 2.32443 1.30246
C -1.80760 -2.51376 2.81924
C 2.66493 -1.69026 2.65210
H 4.41860 -0.46574 3.15084
C -1.93792 2.90863 -0.49735
H 5.35971 1.46269 2.28955
B 0.47034 -2.48134 1.58473
C 0.49109 -1.74482 -4.26119
H -0.10284 -2.63144 -4.49682
H -3.71368 0.80589 4.68207
H -5.11829 0.14930 2.68620
N 0.96648 0.76347 -1.71566
H 0.71060 0.01247 -2.34747
H 1.96504 0.65287 -1.58079
H 3.38277 -3.37236 -3.25570
H -1.63867 -1.97156 -1.06748
C 3.93427 1.77526 -0.02704
H -4.99787 1.78067 2.02263
H 3.10049 -2.53114 -4.78680
H -3.64126 -1.76144 3.78505
H -1.96377 -0.52618 -2.92048
C -4.51319 0.80190 2.05199
C -3.10360 1.44756 4.04125
C 1.09289 -2.70002 -1.99778
H 1.02472 2.85335 -1.72678
H 0.67172 -3.47547 2.23566
N -0.14840 2.11707 0.99865
C 3.49035 -0.59365 2.61899
H 4.71100 2.53952 -0.09529
C 1.61216 -2.09841 -3.28054
H 0.00522 3.81447 -0.22095
N -0.90728 -1.90274 2.03369
H 4.78380 3.12648 2.19969
N 0.85254 -1.97981 -0.89585
C -2.77657 -1.59882 3.16098
H -3.53085 -0.92596 -2.25472
*
```

* LUMO energy (spin up / spin down): -1.849 / -1.853 eV
* ⟨S²⟩: 2.00
* ΔE to the lowest compared entry with this formula, charge and spin: 10.1 kcal/mol
* orbital gap (spin up / spin down): 6.66 / 9.51 eV

=====

Question: Which formula does entry 2 have?
Answer: C24H46BBrF3N3O25S6

=====

Question: What is the formula in the third record?
Answer: C24H46BN10Ti